Density functional theory data (ωB97M-V/def2-TZVPD) for a molecular structure, C26H34Cl47GaNO2 at a distorted geometry.

## Properties
energy relative to the best compared isomer or geometry (same formula, charge and spin)	162.2	kcal/mol
Kohn-Sham gap	7.27	eV
total charge	-1
LUMO energy	1.50	eV
E	-24769.8456	a.u.

The geometry in XYZ format:
```
111
Properties=species:S:1:pos:R:3:lowdin_charge:R:1
C -0.63 -1.66 -5.05 -0.12
C -2.23 -1.41 -5.29 -0.27
O -2.82 -0.29 -4.54 -0.22
C -4.26 -0.44 -4.33 -0.21
C -4.73 -0.69 -2.78 -0.17
C -3.85 -1.80 -1.96 -0.25
C -2.39 -1.23 -1.48 -0.28
C -2.04 -1.43 0.10 -0.29
Ga -0.54 -0.20 0.84 0.28
O 1.06 -0.19 -0.18 -0.26
C 0.81 -0.10 -1.63 -0.24
N 0.52 0.40 -2.81 0.08
C -1.37 1.65 1.22 -0.65
Cl -2.79 1.70 2.46 0.39
C -0.95 2.96 0.64 -0.68
C 0.31 3.03 -0.40 -0.14
Cl -1.83 4.54 1.08 0.46
H -0.36 -2.09 -3.98 0.06
H 0.01 -0.68 -5.26 0.07
H -0.23 -2.47 -5.82 0.08
H -2.78 -2.44 -5.12 0.04
H -2.35 -1.12 -6.44 0.13
H -4.65 -1.23 -5.11 0.10
H -4.75 0.59 -4.67 0.13
H -4.82 0.32 -2.17 0.13
H -5.84 -1.12 -2.83 0.10
H -4.49 -2.09 -0.99 0.12
H -3.66 -2.79 -2.59 -0.06
H -1.58 -1.82 -2.12 0.09
H -2.27 -0.06 -1.72 0.11
H -1.85 -2.57 0.39 0.05
H -3.03 -1.13 0.70 0.06
H -0.14 -0.82 2.29 -0.04
H -0.10 2.72 -1.48 0.08
H 0.60 4.18 -0.49 0.08
H 1.25 2.41 -0.09 0.07
C 2.68 1.06 3.58 -1.48
Cl 1.02 1.54 3.20 0.57
Cl 3.78 1.48 2.26 0.51
Cl 3.22 1.81 5.10 0.50
H 2.70 -0.03 3.71 0.03
C 6.35 4.40 1.51 -1.53
Cl 7.33 3.42 2.61 0.49
Cl 6.03 3.52 0.01 0.51
Cl 4.84 4.88 2.29 0.51
H 6.92 5.30 1.26 0.02
C -3.74 6.32 -1.85 -1.54
Cl -4.11 8.05 -1.88 0.51
Cl -5.20 5.37 -2.15 0.52
Cl -2.48 5.93 -3.03 0.52
H -3.37 6.07 -0.85 -0.03
C 9.70 0.31 1.94 -1.53
Cl 10.88 0.95 0.78 0.52
Cl 9.96 -1.42 2.20 0.52
Cl 9.80 1.20 3.47 0.50
H 8.70 0.45 1.52 0.02
C -5.29 -4.51 -5.20 -1.49
Cl -6.85 -3.69 -4.97 0.54
Cl -4.63 -4.15 -6.80 0.51
Cl -4.15 -4.03 -3.93 0.61
H -5.46 -5.58 -5.12 -0.04
C -0.69 1.29 6.57 -1.50
Cl -1.37 2.77 7.27 0.50
Cl -0.09 0.22 7.85 0.50
Cl -1.89 0.46 5.57 0.52
H 0.15 1.57 5.94 -0.03
C -4.81 1.68 8.48 -1.55
Cl -5.49 3.16 9.18 0.50
Cl -4.21 0.61 9.76 0.51
Cl -6.02 0.85 7.48 0.52
H -3.97 1.96 7.84 -0.04
C 4.77 -1.20 7.85 -1.53
Cl 3.11 -0.71 7.46 0.48
Cl 5.87 -0.78 6.52 0.51
Cl 5.31 -0.45 9.36 0.51
H 4.79 -2.28 7.98 0.02
C -2.96 -7.16 -1.97 -1.56
Cl -2.87 -5.55 -1.22 0.54
Cl -3.02 -8.42 -0.73 0.51
Cl -4.37 -7.26 -3.04 0.52
H -2.06 -7.31 -2.57 -0.09
C 0.33 5.85 -5.48 -1.55
Cl 0.53 4.27 -4.71 0.53
Cl 1.28 7.08 -4.63 0.51
Cl 0.79 5.77 -7.19 0.52
H -0.73 6.13 -5.43 -0.01
C -3.02 -7.88 -8.26 -1.53
Cl -3.95 -7.25 -6.90 0.51
Cl -1.68 -6.78 -8.66 0.52
Cl -2.40 -9.50 -7.90 0.51
H -3.68 -7.95 -9.13 0.02
C -2.75 6.23 7.62 -1.52
Cl -3.43 7.71 8.32 0.51
Cl -2.15 5.16 8.90 0.48
Cl -3.95 5.40 6.62 0.52
H -1.90 6.51 6.98 0.02
C 3.48 1.91 -4.52 -1.55
Cl 3.68 0.33 -3.75 0.52
Cl 4.43 3.14 -3.67 0.49
Cl 3.94 1.84 -6.23 0.50
H 2.43 2.19 -4.46 -0.04
C -0.08 -10.55 -2.80 -1.51
Cl -0.45 -8.82 -2.83 0.58
Cl -1.54 -11.50 -3.11 0.52
Cl 1.18 -10.94 -3.98 0.52
H 0.29 -10.80 -1.80 0.02
C 9.84 3.47 6.59 -1.55
Cl 8.38 3.66 7.57 0.52
Cl 10.29 5.01 5.83 0.51
Cl 11.18 2.85 7.58 0.51
H 9.64 2.74 5.80 -0.04
```

Density functional theory data (ωB97M-V/def2-TZVPD) for 4 unconnected molecules or ions with the total composition C30H39F9I2O11S at a distorted geometry.

## Properties
Kohn-Sham gap	8.23	eV
SMILES	C#C[C@]1(/C(I)=C(/C)I)COS(=O)(=O)C[C@@H]1CCCCCCOC(=O)C=C.CCOC(=O)C(F)(F)F.CCOC(=O)C(F)(F)F.CCOC(=O)C(F)(F)F
total charge	0
LUMO energy	-0.78	eV
E	-3885.9754	a.u.

The geometry in XYZ format:
```
92
Properties=species:S:1:pos:R:3:lowdin_charge:R:1
C 0.94 -0.17 0.51 0.10
C 0.11 -0.22 -0.62 -0.04
C -1.09 -0.14 -1.78 -0.34
C -1.76 -1.65 -1.92 -0.56
I -1.54 -2.93 -3.74 0.86
C -2.55 -2.32 -0.81 -0.68
C -3.19 -3.85 -1.01 -0.23
I -2.90 -1.38 1.13 0.94
C -0.25 0.12 -3.20 -0.23
O 0.56 1.38 -3.15 -0.27
S -0.50 2.70 -3.33 0.81
O 0.07 3.88 -2.51 -0.37
O -0.44 3.16 -4.84 -0.37
C -2.20 2.12 -2.82 -0.18
C -2.18 1.06 -1.52 -0.24
C -1.92 1.98 -0.19 -0.18
C -3.23 2.94 0.22 -0.19
C -4.44 2.11 0.95 -0.22
C -5.48 1.37 -0.07 -0.22
C -5.87 2.24 -1.42 -0.16
C -6.86 1.42 -2.47 -0.18
O -8.08 0.89 -1.81 -0.14
C -8.38 -0.48 -2.32 -0.24
O -9.05 -0.65 -3.50 -0.02
C -7.96 -1.85 -1.46 -0.04
C -8.24 -2.00 0.02 0.01
H 1.71 -0.30 1.39 0.08
H -4.09 -3.87 -1.76 0.08
H -2.32 -4.62 -1.30 0.07
H -3.57 -4.22 0.06 0.07
H -0.92 0.04 -4.16 0.11
H 0.57 -0.75 -3.29 0.14
H -2.88 3.05 -2.63 0.11
H -2.66 1.55 -3.76 0.14
H -3.25 0.54 -1.54 0.13
H -1.05 2.76 -0.43 0.12
H -1.65 1.40 0.79 0.07
H -3.58 3.63 -0.66 0.10
H -2.79 3.68 1.05 0.13
H -4.01 1.40 1.81 0.08
H -5.08 2.93 1.54 0.12
H -6.52 1.16 0.49 0.12
H -5.13 0.31 -0.45 0.07
H -6.44 3.25 -1.18 0.13
H -4.90 2.49 -2.04 0.09
H -7.23 2.17 -3.32 0.14
H -6.29 0.56 -3.03 0.13
H -7.45 -2.74 -2.02 0.11
H -8.68 -1.10 0.63 0.08
H -8.10 -3.03 0.58 0.08
C 4.09 -5.76 2.09 -0.07
C 2.67 -6.21 2.37 -0.21
O 1.74 -5.16 2.11 0.01
C 1.34 -5.01 0.80 -0.32
O 1.74 -5.73 -0.12 0.14
C 0.32 -3.89 0.67 -0.46
F 0.66 -2.78 1.39 0.10
F -0.92 -4.26 1.11 0.10
F 0.15 -3.47 -0.62 0.10
H 4.32 -4.84 2.65 0.06
H 4.81 -6.53 2.37 0.08
H 4.22 -5.52 1.03 0.09
H 2.57 -6.46 3.44 0.13
H 2.41 -7.12 1.81 0.13
C 3.11 5.32 -1.67 -0.07
C 4.31 5.91 -0.95 -0.21
O 4.10 5.89 0.47 0.01
C 4.40 4.72 1.11 -0.32
O 4.83 3.72 0.53 0.14
C 4.18 4.85 2.61 -0.47
F 3.01 5.49 2.92 0.14
F 5.17 5.56 3.22 0.14
F 4.13 3.65 3.25 0.13
H 2.19 5.82 -1.37 0.08
H 3.23 5.40 -2.75 0.09
H 2.99 4.26 -1.42 0.08
H 4.42 6.96 -1.24 0.13
H 5.24 5.40 -1.22 0.12
C 6.49 0.49 3.55 -0.06
C 7.04 -0.14 2.28 -0.21
O 7.61 -1.42 2.57 0.01
C 6.74 -2.48 2.63 -0.32
O 5.53 -2.38 2.45 0.14
C 7.49 -3.78 2.90 -0.47
F 8.44 -3.66 3.87 0.14
F 8.14 -4.24 1.79 0.15
F 6.68 -4.80 3.30 0.13
H 7.26 0.54 4.32 0.09
H 6.12 1.50 3.35 0.07
H 5.67 -0.10 3.96 0.08
H 7.84 0.48 1.88 0.13
H 6.27 -0.22 1.50 0.13
```

Density functional theory data (ωB97M-V/def2-TZVPD) for a molecular structure, C23H41BCl4OSn at a distorted geometry.

## Properties
Kohn-Sham gap	6.33	eV
total charge	0
LUMO energy	-2.32	eV
E	-3056.2337	a.u.

The geometry in XYZ format:
```
71
Properties=species:S:1:pos:R:3:lowdin_charge:R:1
Cl 2.47 0.75 11.55 0.54
B 1.78 2.48 11.63 -1.82
Cl 2.30 3.33 13.21 0.51
Cl 2.26 3.46 10.11 0.51
O 0.26 2.38 11.63 -0.05
C -0.46 3.44 11.66 -0.03
C -1.88 3.34 11.84 -0.15
C -2.72 4.48 11.96 0.01
C -4.10 4.36 12.05 -0.08
C -4.67 3.07 12.05 -0.64
Cl -6.38 2.89 12.07 0.73
C -3.86 1.92 12.01 -0.07
C -2.48 2.06 11.94 0.02
H 0.05 4.41 11.59 0.14
H -2.25 5.47 11.99 0.13
H -4.76 5.22 12.10 0.11
H -4.32 0.93 12.03 0.12
H -1.84 1.18 11.99 0.12
C 0.47 1.41 4.02 -0.10
C 1.23 0.69 5.15 -0.52
C 2.73 0.68 4.78 -0.09
C 0.68 -0.74 5.26 -0.27
Sn 1.49 -1.99 6.87 1.30
C -0.14 -2.66 8.15 -0.27
C -0.94 -1.43 8.65 -0.53
C -0.82 -1.28 10.17 -0.08
C -2.41 -1.53 8.22 -0.09
C 2.55 -3.68 6.00 -0.28
C 2.41 -3.90 4.48 -0.53
C 0.98 -4.29 4.08 -0.10
C 3.39 -4.97 4.01 -0.10
C 2.76 -0.71 8.11 -0.27
C 4.21 -1.21 8.20 -0.54
C 4.32 -2.48 9.04 -0.09
C 5.10 -0.11 8.78 -0.09
H 4.57 -1.44 7.18 0.11
H 0.66 0.87 3.09 0.08
H -0.61 1.40 4.21 0.07
H 0.81 2.44 3.90 0.07
H 1.07 1.22 6.12 0.13
H 2.84 0.19 3.80 0.08
H 3.11 1.71 4.69 0.08
H 3.35 0.15 5.50 0.05
H -0.41 -0.71 5.43 0.05
H 0.88 -1.27 4.32 0.05
H -0.75 -3.33 7.53 0.05
H 0.33 -3.22 8.96 0.05
H -0.52 -0.51 8.20 0.10
H -1.17 -2.20 10.66 0.09
H 0.22 -1.09 10.48 0.06
H -1.43 -0.45 10.53 0.05
H -2.85 -2.45 8.63 0.08
H -2.98 -0.67 8.59 0.07
H -2.50 -1.56 7.13 0.07
H 3.61 -3.51 6.25 0.04
H 2.21 -4.58 6.54 0.06
H 2.66 -2.95 3.98 0.12
H 0.72 -5.27 4.50 0.08
H 0.23 -3.57 4.43 0.06
H 0.90 -4.36 2.99 0.08
H 3.13 -5.94 4.46 0.08
H 3.35 -5.09 2.92 0.08
H 4.41 -4.72 4.30 0.07
H 2.72 0.29 7.66 0.04
H 2.33 -0.63 9.12 0.02
H 4.06 -2.26 10.09 0.08
H 3.67 -3.29 8.69 0.06
H 5.35 -2.86 9.02 0.08
H 4.75 0.17 9.78 0.05
H 6.14 -0.44 8.84 0.08
H 5.06 0.79 8.15 0.08
```